Computed, not measured: a structure of composition C7H7NOS in a non-equilibrium geometry, with ωB97M-V/def2-TZVPD.

```
17
Properties=species:S:1:pos:R:3:forces:R:3:lowdin_charge:R:1
H -3.3528 -1.5412 0.2391 -0.6759 -0.2079 -0.2643 0.0933
C 0.1841 -0.1109 0.4062 0.6172 0.2111 -0.8322 -0.2824
H 1.2409 2.1437 -0.5237 0.3032 0.1640 0.0805 0.0664
C -0.8137 0.4859 1.1672 2.3768 1.3055 1.8370 -0.0685
C -2.0755 -0.0423 1.1091 -0.5254 -1.6212 -1.1804 -0.0842
H -1.5532 -2.2481 -1.5124 -0.4028 -0.6791 0.2865 0.1140
C -0.1642 -1.0749 -0.5184 4.5667 0.9289 1.3423 -0.0143
H 2.9700 1.9452 -1.0294 0.7063 0.2213 0.6657 0.0587
H -2.7844 0.3003 1.8208 -0.7708 0.2136 0.2687 0.0960
O 2.8699 0.1932 1.0453 1.1430 -0.1440 0.9171 -0.3361
C 1.9977 1.5045 -0.9761 0.2523 -0.0198 3.1997 -0.1301
C -2.3910 -1.0915 0.2047 2.1593 0.6583 0.3072 -0.0242
N 2.0158 -1.3522 -0.8028 -2.8054 -1.3962 -0.9673 -0.1896
H 1.7608 1.3209 -1.9235 -1.4356 -1.0162 -3.9708 0.0023
H -0.5211 1.2629 1.9777 -0.6482 -1.2723 -1.6093 0.1540
S 1.9820 -0.0631 -0.0347 -2.7463 2.4706 0.6501 0.5973
C -1.3652 -1.6324 -0.6491 -2.1145 0.1832 -0.7305 -0.0525
```
Positions in Å, forces in eV/Å.

total charge = 0
energy above the lowest of the compared OMol25 structures with the same formula, charge and spin = 5.6013 eV